[1]
{"formula": "C6H8O6Y", "method": "ωB97M-V with the def2-TZVPD basis set", "orbital_gap_ev": [5.67, 6.79], "e_tot_ha": -722.4137, "relative_energy_kj_mol": 66.6, "charge": 2, "multiplicity": 2, "elements": ["O", "Y", "O", "C", "O", "C", "C", "H", "H", "H", "H", "O", "C", "C", "O", "O", "C", "H", "H", "H", "H"], "positions_angstrom": [[2.0859, -0.3656, -0.2820], [2.3090, 1.9683, -0.3995], [3.9431, 0.7206, -0.1155], [3.4674, -0.4597, -0.0287], [3.9900, -1.5194, 0.2153], [1.2543, -1.5348, -0.2258], [-0.0318, -1.2845, -0.9269], [1.8140, -2.3589, -0.6974], [1.0964, -1.8053, 0.8270], [0.0282, -0.7490, -1.8789], [-0.6713, -2.1638, -1.0285], [-2.1419, 1.9000, -0.4416], [-0.9943, 2.0457, 0.1739], [-2.6535, 0.5885, -0.0811], [0.0333, 2.4509, -0.3611], [-1.0021, 1.3907, 1.3072], [-2.2459, 0.6526, 1.4015], [-2.2888, -0.7006, -0.2792], [-2.0367, -0.3196, 1.8581], [-2.9448, 1.1815, 2.0584], [-3.0105, 0.3623, -1.0952]], "forces_ev_per_a": [[-0.3624, 2.1513, -0.2357], [-0.6846, -0.7411, -0.0331], [-0.0697, 2.6523, -0.1768], [1.5123, -5.1405, 0.9039], [-1.1955, 2.3338, -0.5443], [-0.8491, -1.0662, 0.2760], [0.6227, -0.5864, -0.9074], [-0.0630, 0.2197, 0.0924], [0.1908, 0.0675, -0.1844], [-0.0874, 0.2096, 0.2728], [0.0207, 0.2497, 0.4011], [2.2724, 0.7190, -1.5911], [-1.3931, -2.7500, -0.0394], [1.1668, -2.9147, -0.4632], [2.1408, 0.9579, 0.1979], [0.6892, 0.2996, 0.1476], [-2.7176, -0.6459, 1.3245], [1.9511, 3.1188, -0.1937], [0.1115, 0.3585, -0.2703], [0.3139, 0.2693, -0.1473], [-3.5698, 0.2378, 1.1705]]}


[2]
{"formula": "C6H8S", "method": "ωB97M-V with the def2-TZVPD basis set", "orbital_gap_ev": 9.63, "e_tot_ha": -631.5669, "relative_energy_kj_mol": 63.6, "smiles": "C=C1C[C@@H]2S[C@@H]2C1", "multiplicity": 1, "elements": ["C", "C", "C", "C", "C", "C", "H", "H", "H", "H", "H", "H", "H", "H", "S"], "positions_angstrom": [[-1.1341, 2.1495, -0.8998], [-0.8284, 0.9829, -0.3322], [-0.9528, -0.3771, -1.0659], [-0.0075, -1.2570, -0.2533], [0.1277, -0.7017, 1.0959], [-0.5357, 0.6482, 1.1413], [-1.0207, 3.1041, -0.3788], [-1.3965, 2.1972, -1.9526], [-1.9700, -0.7178, -0.7747], [-0.8186, -0.4458, -2.1448], [-0.0313, -2.3322, -0.4508], [0.0770, -1.3392, 1.9448], [-1.4191, 0.5699, 1.7521], [0.0932, 1.4013, 1.6251], [1.6544, -0.6942, 0.1415]], "forces_ev_per_a": [[0.7109, -0.0589, 0.4275], [-0.8528, -0.4324, -0.5560], [0.0193, 0.3282, 1.5393], [-0.5075, -0.8451, -1.0822], [0.2106, 0.2823, -0.1297], [0.5740, 0.6974, -0.5375], [-0.2285, -0.3470, -0.0341], [0.0516, -0.0175, 0.1215], [0.3312, -0.1266, -0.5243], [0.0129, 0.4241, 0.1219], [-0.1987, 0.3158, 0.3413], [0.1108, -0.3770, 0.6013], [-0.7638, 0.0627, 0.0050], [-0.0217, -0.0531, -0.1407], [0.5517, 0.1471, -0.1532]]}


[3]
{"formula": "C6H9AlCl2O4PRh", "method": "ωB97M-V with the def2-TZVPD basis set", "orbital_gap_ev": [8.72, 3.47], "e_tot_ha": -2147.8798, "charge": 4, "multiplicity": 5, "elements": ["Rh", "Al", "Cl", "Cl", "C", "C", "C", "O", "O", "O", "C", "P", "C", "C", "O", "H", "H", "H", "H", "H", "H", "H", "H", "H"], "positions_angstrom": [[-0.1432, -0.9385, -4.0235], [-0.7882, 0.7107, 0.5350], [-0.2005, -1.5113, -1.6622], [-1.7860, 2.2230, -0.5153], [1.4170, 1.0759, 0.5520], [0.6258, -2.4017, -4.8091], [-0.4217, 0.5176, -5.1421], [2.5280, 1.3688, 0.4117], [1.2644, -3.2759, -5.2276], [-0.6101, 1.5523, -5.6279], [-2.2645, -0.3180, 4.2002], [-1.1017, -1.1276, 3.1041], [0.6688, -0.9599, 3.3594], [-1.5154, -2.7985, 2.6353], [-1.4835, -0.2437, 1.8356], [-2.2365, -0.6609, 5.2419], [-3.2357, -0.4433, 3.7810], [-2.0501, 0.7665, 4.1803], [0.9471, -1.4024, 4.3274], [1.2307, -1.4825, 2.5831], [1.0120, 0.0743, 3.3757], [-2.5533, -2.8453, 2.3044], [-0.8857, -3.1363, 1.8000], [-1.3765, -3.4668, 3.4874]], "forces_ev_per_a": [[-2.0331, -0.0622, 4.6236], [-0.2317, 1.3838, -2.0400], [-0.0327, 1.1748, 0.0615], [0.8422, -1.2224, 0.9064], [5.0524, 1.4604, -0.7909], [5.6813, -8.6256, -3.9881], [-1.5185, 8.8876, -4.0325], [-5.7265, -1.5396, 0.7844], [-3.1073, 4.0871, 1.7726], [0.8820, -4.8433, 1.7580], [-0.7324, 1.6144, 1.3268], [2.4496, 0.7378, -0.5445], [-0.4008, -0.0837, 0.6086], [-1.1220, -1.4685, -0.8008], [0.4933, -0.6407, -0.1859], [0.4494, -0.7097, 0.0898], [-0.9963, -0.3575, -0.3589], [0.2871, -0.3562, -0.1027], [-0.0038, -0.0207, -0.0647], [-0.1496, -0.3309, -0.1058], [-0.2227, 0.2563, 0.2175], [-0.2144, 0.0152, 0.1331], [0.2542, 0.4889, 0.1191], [0.1002, 0.1547, 0.6134]]}


[4]
{"formula": "C6H9B", "method": "ωB97M-V with the def2-TZVPD basis set", "orbital_gap_ev": 9.20, "e_tot_ha": -258.7907, "relative_energy_kj_mol": 75.3, "smiles": "CBC1C=CC=C1", "multiplicity": 1, "elements": ["B", "C", "C", "C", "C", "C", "C", "H", "H", "H", "H", "H", "H", "H", "H", "H"], "positions_angstrom": [[1.2923, -0.6869, -0.3168], [-1.7551, 0.8728, 0.0764], [-0.7219, 0.8685, -0.8327], [-1.9353, -0.3937, 0.6666], [-0.1865, -0.4632, -0.8774], [-1.0280, -1.2248, 0.1299], [2.0025, 0.4665, 0.4283], [1.7928, -1.7176, -0.3112], [-2.1326, 1.8707, 0.4062], [-0.1694, 1.6620, -1.2358], [-2.6411, -0.5390, 1.4116], [-0.0763, -0.6763, -1.9367], [-0.8414, -2.3273, 0.3611], [1.1804, 0.7646, 0.9729], [2.4161, 1.4102, -0.0517], [2.8033, 0.1134, 1.1093]], "forces_ev_per_a": [[-0.2877, 1.4379, -0.0583], [1.2313, 3.7701, -1.1156], [-1.4029, -0.4347, 2.1334], [0.9911, 0.0070, -0.7628], [0.7653, -0.8692, 0.5522], [0.7896, -2.7406, -0.8854], [2.8885, 0.1554, -0.9447], [0.2051, -1.3279, -0.2682], [-0.3077, -1.2341, -0.1586], [0.0603, 1.2759, -0.7256], [-1.0527, -0.7147, 1.2942], [-0.3398, -1.2413, -0.3715], [-0.4825, 1.7654, -0.3364], [-1.8741, 1.2548, 1.8540], [-0.7563, -1.2496, 0.1482], [-0.4275, 0.1457, -0.3551]]}


[5]
{"formula": "C6H9BDyF9N3", "method": "ωB97M-V with the def2-TZVPD basis set", "orbital_gap_ev": [6.92, 5.10], "e_tot_ha": -2205.5074, "charge": 3, "multiplicity": 6, "elements": ["N", "C", "N", "N", "C", "B", "C", "F", "F", "C", "F", "F", "C", "F", "F", "C", "F", "F", "F", "H", "H", "H", "H", "H", "H", "H", "H", "H", "Dy"], "positions_angstrom": [[-3.1592, -0.2266, 1.1020], [-2.3896, 0.5334, 0.0319], [-3.4658, 1.2360, -0.8038], [-1.5450, 1.5409, 0.6549], [-1.6182, -0.6052, -0.8874], [-0.2441, -0.0709, -1.5868], [1.2605, -0.6794, -1.3119], [2.0379, -0.2241, -2.4052], [1.1479, -2.0763, -1.2278], [1.7033, -0.1119, 0.1045], [1.4634, 1.3120, 0.0423], [0.8047, -0.6851, 1.0531], [3.2260, -0.3288, 0.5312], [4.0940, -0.6836, -0.4975], [3.6829, 0.9336, 1.0106], [3.4651, -1.3572, 1.7322], [3.0792, -2.6253, 1.2896], [4.8620, -1.4252, 1.9207], [2.9194, -0.9705, 2.9477], [-2.6172, -1.0411, 1.4584], [-4.0953, -0.5291, 0.7580], [-2.9921, 2.0799, -1.2140], [-4.0806, 1.6534, -0.0683], [-1.7659, 2.5290, 0.5657], [-0.7866, 1.2687, 1.2745], [-2.3495, -0.8316, -1.7556], [-1.4978, -1.6079, -0.3362], [-0.3725, 0.8047, -2.3923], [-0.7667, 2.1881, -1.9906]], "forces_ev_per_a": [[0.9458, -1.6546, -2.9489], [-0.9943, 0.9779, -0.1500], [1.6877, 0.0662, 1.7271], [0.8033, -0.6591, -1.7518], [-1.2280, 0.1931, -0.1309], [0.3032, -3.9315, 0.9886], [-0.6112, -0.2144, -0.6126], [-1.0058, -1.1112, 2.3513], [0.5800, 2.6994, -0.4574], [0.3484, -0.2670, 0.0419], [-0.4920, -2.2549, -0.2030], [1.6260, 1.6324, -1.9319], [2.7343, 1.6762, 1.1528], [-2.6203, 0.5625, 1.5941], [-1.2324, -2.5067, -1.0096], [2.7408, -1.5708, 1.0028], [0.0434, 2.7130, 1.2407], [-3.5237, 0.3997, -0.5284], [0.5520, -0.9936, -3.0955], [-0.3612, 0.6812, 1.0150], [-0.1607, 0.3754, 0.8295], [-1.4038, -0.7159, 0.4329], [0.0392, 0.0351, -0.9848], [-0.6498, -0.3980, 1.1528], [-0.1127, 0.1775, 0.1057], [0.8711, 0.2631, 1.2064], [0.3787, 1.4849, -0.7532], [2.5243, -8.8933, -2.1632], [-1.7824, 11.2336, 1.8796]]}